1.
Computed, not measured: a cluster of 8 separate species, C37H51BNO26 in total, with ωB97M-V/def2-TZVPD.

Total charge   -1

Last column: Löwdin charge in e.
Atoms and positions in Å:
C  -3.380  -0.672  2.123  0.008
C  -3.038  0.582  3.123  -0.273
O  -3.758  1.712  3.178  -0.003
O  -1.888  0.458  4.040  -0.035
C  -0.835  1.408  3.633  -0.224
O  -0.697  2.661  4.098  -0.004
C  0.309  0.873  2.538  -0.016
C  0.047  1.655  1.124  -0.214
O  -0.227  0.856  -0.111  -0.081
B  -0.373  1.969  -1.115  -0.774
C  -1.882  2.517  -1.469  -0.203
N  -2.967  1.463  -1.466  -0.050
O  0.285  3.228  -0.613  -0.131
C  0.928  2.975  0.720  -0.176
C  2.501  2.834  0.287  -0.109
C  3.403  1.842  1.228  -0.193
C  3.358  0.256  0.824  -0.184
C  3.363  -0.060  -0.784  -0.129
C  2.155  -0.987  -1.447  0.011
C  2.052  -1.354  -3.060  -0.044
C  3.230  -0.765  -4.039  -0.088
C  4.468  0.160  -3.402  -0.093
C  4.552  0.553  -1.780  -0.035
H  -2.407  -1.351  2.046  0.093
H  -4.276  -1.292  2.559  0.097
H  -3.603  -0.207  1.060  0.091
H  1.344  1.078  3.044  0.109
H  0.105  -0.285  2.357  0.120
H  -1.034  2.131  1.302  0.152
H  0.108  1.474  -2.094  0.089
H  -1.803  3.031  -2.543  0.106
H  -2.175  3.356  -0.690  0.109
H  -3.356  1.280  -0.515  0.028
H  -2.690  0.590  -1.967  0.070
H  0.665  3.998  1.267  0.162
H  2.557  2.606  -0.869  0.136
H  2.975  3.923  0.409  0.098
H  3.182  2.044  2.384  0.105
H  4.537  2.188  1.083  0.112
H  4.361  -0.225  1.258  0.113
H  2.481  -0.359  1.296  0.093
H  1.333  -1.367  -0.697  0.065
H  1.145  -2.028  -3.443  0.093
H  3.172  -1.021  -5.202  0.074
H  5.337  0.567  -4.105  0.067
H  5.425  1.233  -1.332  0.095
C  2.987  5.424  4.698  -0.145
C  1.656  5.187  4.059  -0.139
O  1.869  5.571  2.714  0.052
C  3.208  5.459  2.476  -0.515
O  3.721  5.547  1.373  0.114
O  3.898  5.233  3.632  0.058
H  3.189  4.721  5.511  0.134
H  3.094  6.446  5.076  0.130
H  1.362  4.133  4.084  0.116
H  0.864  5.788  4.514  0.140
C  -5.267  2.798  -5.547  -0.140
C  -5.421  2.540  -4.084  -0.149
O  -4.646  1.375  -3.875  0.046
C  -3.725  1.325  -4.882  -0.505
O  -2.787  0.547  -4.919  0.120
O  -3.990  2.261  -5.839  0.059
H  -5.303  3.864  -5.788  0.136
H  -6.017  2.272  -6.146  0.129
H  -5.013  3.351  -3.471  0.135
H  -6.463  2.369  -3.799  0.122
C  0.162  -3.711  2.703  -0.153
C  -0.369  -4.977  2.114  -0.148
O  -0.768  -4.590  0.813  0.063
C  -0.044  -3.478  0.491  -0.503
O  -0.010  -2.977  -0.621  0.123
O  0.637  -3.002  1.574  0.052
H  0.971  -3.890  3.416  0.114
H  -0.617  -3.117  3.191  0.130
H  0.398  -5.754  2.032  0.133
H  -1.218  -5.374  2.678  0.134
C  -0.900  -5.208  7.109  -0.136
C  0.439  -5.090  7.762  -0.138
O  1.324  -5.603  6.785  0.073
C  0.704  -5.465  5.576  -0.492
O  1.246  -5.649  4.499  0.125
O  -0.601  -5.095  5.731  0.060
H  -1.588  -4.418  7.423  0.140
H  -1.370  -6.181  7.290  0.137
H  0.710  -4.051  7.974  0.139
H  0.503  -5.670  8.687  0.138
C  -7.044  1.136  -0.607  -0.133
C  -7.297  1.914  0.644  -0.139
O  -6.752  3.186  0.351  0.073
C  -6.746  3.313  -1.008  -0.506
O  -6.501  4.349  -1.603  0.131
O  -7.052  2.129  -1.615  0.032
H  -7.817  0.386  -0.794  0.135
H  -6.065  0.644  -0.602  0.131
H  -8.366  2.027  0.856  0.132
H  -6.806  1.473  1.515  0.134
C  6.839  -4.014  -1.201  -0.143
C  6.119  -2.708  -1.109  -0.148
O  6.638  -2.132  0.074  0.055
C  7.861  -2.700  0.288  -0.520
O  8.662  -2.317  1.125  0.119
O  8.071  -3.752  -0.556  0.054
H  7.002  -4.328  -2.236  0.136
H  6.322  -4.816  -0.663  0.133
H  6.344  -2.047  -1.953  0.127
H  5.035  -2.835  -1.036  0.134
C  -0.830  -1.207  -7.825  -0.140
C  -0.984  -1.465  -6.361  -0.151
O  -0.209  -2.630  -6.153  0.053
C  0.712  -2.679  -7.159  -0.525
O  1.650  -3.458  -7.197  0.115
O  0.447  -1.744  -8.117  0.055
H  -0.866  -0.141  -8.066  0.139
H  -1.580  -1.733  -8.424  0.131
H  -0.576  -0.654  -5.748  0.135
H  -2.026  -1.636  -6.076  0.128

---

2.
Computed, not measured: a cluster of 12 separate species, C37H51N11O11 in total, with ωB97M-V/def2-TZVPD.

Total charge   0
SMILES   Oc1ccc(O)cc1.Oc1ccc(O)cc1.Oc1ccc(O)cc1.Oc1ccc(O)cc1.NC(N)=O.NC(N)=O.NC(N)=O.CC#N.CC#N.CC#N.CC#N.CC#N

Last column: Löwdin charge in e.
Atoms and positions in Å:
O  4.742  -1.578  2.022  0.029
C  4.644  -0.334  2.528  -0.338
C  3.469  0.011  3.177  -0.013
C  3.393  1.331  3.581  0.009
C  4.467  2.225  3.354  -0.338
O  4.380  3.482  3.844  0.041
C  5.629  1.830  2.726  -0.047
C  5.707  0.525  2.342  -0.031
H  5.602  -1.822  1.670  0.117
H  2.705  -0.749  3.249  0.100
H  2.640  1.661  4.281  0.119
H  5.228  3.921  3.744  0.106
H  6.519  2.441  2.766  0.120
H  6.613  0.249  1.823  0.122
O  -8.529  2.435  -1.918  0.017
C  -7.145  2.254  -1.866  -0.326
C  -6.500  1.835  -3.020  -0.008
C  -5.116  1.726  -2.986  0.006
C  -4.426  2.121  -1.793  -0.318
O  -3.070  2.254  -1.771  -0.060
C  -5.116  2.446  -0.658  -0.023
C  -6.482  2.532  -0.704  -0.016
H  -8.651  3.387  -1.889  0.101
H  -7.024  1.694  -3.954  0.120
H  -4.654  1.297  -3.863  0.099
H  -2.633  1.613  -2.336  -0.002
H  -4.664  2.790  0.261  0.124
H  -7.071  2.922  0.112  0.129
O  -2.185  -7.758  2.441  0.022
C  -1.385  -6.632  2.714  -0.318
C  -0.874  -6.320  3.936  -0.026
C  -0.303  -5.046  4.184  -0.005
C  -0.218  -4.099  3.193  -0.385
O  0.253  -2.861  3.376  0.030
C  -0.709  -4.396  1.922  0.005
C  -1.344  -5.640  1.751  -0.022
H  -2.411  -8.230  3.246  0.093
H  -0.915  -7.006  4.769  0.111
H  0.121  -4.946  5.172  0.115
H  -0.084  -2.193  2.774  0.052
H  -0.752  -3.585  1.210  0.107
H  -1.845  -5.943  0.844  0.114
O  1.812  1.678  -2.193  0.039
C  1.194  1.036  -1.199  -0.401
C  1.939  0.346  -0.285  0.008
C  1.316  -0.329  0.751  0.021
C  -0.120  -0.277  0.785  -0.238
O  -0.840  -0.888  1.786  0.007
C  -0.892  0.536  -0.080  -0.015
C  -0.132  1.121  -1.047  -0.073
H  1.892  2.580  -1.875  0.089
H  3.014  0.248  -0.292  0.116
H  1.738  -1.122  1.350  0.081
H  -1.791  -0.892  1.656  0.072
H  -1.969  0.594  -0.127  0.104
H  -0.692  1.636  -1.813  0.083
N  -2.602  -1.667  -1.568  0.182
C  -1.726  -2.606  -1.809  -0.725
N  -0.511  -2.238  -2.214  0.190
O  -2.091  -3.752  -1.583  0.024
H  -2.614  -0.770  -2.032  0.079
H  -3.460  -2.004  -1.155  0.111
H  -0.369  -1.330  -2.633  0.072
H  0.331  -2.644  -1.833  0.084
N  1.254  4.950  -0.541  0.187
C  2.316  4.513  0.043  -0.820
N  2.156  4.261  1.284  0.207
O  3.362  4.325  -0.544  0.032
H  0.491  5.239  0.055  0.097
H  1.370  5.079  -1.536  0.128
H  3.004  3.899  1.696  0.102
H  1.370  4.459  1.887  0.125
N  -3.182  5.121  -1.232  0.190
C  -2.576  5.365  -0.188  -0.742
N  -1.913  4.270  0.163  0.157
O  -2.314  6.542  0.250  -0.044
H  -3.601  5.828  -1.820  0.143
H  -3.254  4.202  -1.645  0.085
H  -1.520  4.155  1.086  0.112
H  -2.023  3.423  -0.377  0.068
C  -0.327  0.218  -5.783  -0.021
C  -1.141  0.711  -4.709  -0.211
N  -1.773  1.017  -3.837  0.206
H  -0.350  0.948  -6.592  0.102
H  -0.745  -0.777  -5.941  0.103
H  0.708  0.008  -5.513  0.072
C  2.469  -1.165  -3.533  -0.071
C  3.931  -1.020  -3.224  -0.218
N  5.094  -0.906  -3.019  0.118
H  2.023  -0.177  -3.644  0.045
H  1.909  -1.588  -2.699  0.042
H  2.226  -1.744  -4.424  0.083
C  5.577  2.290  -0.833  -0.078
C  5.944  3.419  -0.019  -0.318
N  6.312  4.337  0.562  0.146
H  5.405  2.334  -1.909  0.090
H  4.688  1.775  -0.470  0.055
H  6.422  1.620  -0.676  0.080
C  -4.332  -4.321  0.896  -0.071
C  -3.950  -3.229  1.649  -0.295
N  -3.641  -2.326  2.321  0.164
H  -3.957  -5.219  1.386  0.090
H  -4.098  -4.149  -0.155  0.077
H  -5.417  -4.349  0.798  0.099
C  2.821  -3.790  2.515  -0.036
C  2.564  -3.598  1.030  -0.274
N  2.368  -3.592  -0.064  0.152
H  2.903  -2.874  3.100  0.053
H  3.874  -4.063  2.442  0.078
H  2.121  -4.521  2.920  0.070

---

3.
Computed, not measured: a cluster of 7 separate species, C37H52F13N8 in total, with ωB97M-V/def2-TZVPD.

Total charge   +1

Last column: Löwdin charge in e.
Atoms and positions in Å:
F  2.074  -1.749  1.637  0.182
C  3.034  -1.484  0.752  -0.546
F  4.074  -2.274  1.051  0.178
F  2.659  -1.772  -0.483  0.200
C  3.560  -0.014  0.893  -0.369
F  4.445  0.150  -0.097  0.176
F  4.184  0.050  2.065  0.186
C  2.450  1.052  0.782  -0.311
F  1.696  0.729  -0.297  0.143
F  1.647  0.938  1.863  0.147
C  2.950  2.512  0.571  -0.354
F  3.152  2.732  -0.720  0.197
F  4.161  2.608  1.165  0.166
C  2.070  3.620  1.218  -0.363
F  2.694  4.770  0.921  0.173
F  2.096  3.519  2.548  0.171
C  0.605  3.722  0.679  -0.419
F  0.498  3.212  -0.569  0.128
F  0.336  5.040  0.559  0.137
C  -0.459  3.159  1.631  -0.032
C  -1.609  2.477  0.878  -0.115
N  -1.177  1.085  0.520  0.141
C  -2.286  0.114  0.239  -0.285
C  -2.079  -1.160  0.594  -0.007
C  -3.065  -2.062  0.295  -0.045
C  -4.177  -1.617  -0.328  -0.050
C  -4.251  -0.278  -0.612  -0.117
N  -3.327  0.612  -0.353  0.181
H  -0.038  2.518  2.403  0.120
H  -0.902  4.001  2.153  0.147
H  -2.498  2.489  1.491  0.121
H  -1.824  3.048  -0.013  0.096
H  -0.554  0.682  1.218  0.146
H  -0.649  1.133  -0.356  0.169
H  -1.169  -1.480  1.083  0.125
H  -2.933  -3.105  0.530  0.125
H  -4.970  -2.290  -0.601  0.119
H  -5.141  0.061  -1.124  0.093
C  7.094  -1.206  -1.246  -0.106
C  7.056  -1.974  -2.563  -0.264
C  7.736  -3.342  -2.482  -0.188
C  9.173  -3.230  -2.239  -0.237
N  10.301  -3.142  -2.048  0.147
H  8.118  -0.972  -0.949  0.078
H  6.555  -0.265  -1.344  0.059
H  6.628  -1.782  -0.444  0.069
H  7.521  -1.373  -3.347  0.101
H  6.015  -2.125  -2.855  0.101
H  7.581  -3.879  -3.420  0.111
H  7.279  -3.945  -1.696  0.121
C  8.833  -2.998  -7.017  -0.106
C  7.943  -1.985  -7.728  -0.259
C  6.938  -1.311  -6.787  -0.193
C  5.961  -2.258  -6.252  -0.243
N  5.201  -3.005  -5.826  0.146
H  8.250  -3.828  -6.615  0.070
H  9.564  -3.413  -7.711  0.074
H  9.380  -2.532  -6.194  0.075
H  7.414  -2.475  -8.547  0.113
H  8.570  -1.210  -8.172  0.109
H  6.403  -0.526  -7.325  0.118
H  7.465  -0.827  -5.962  0.111
C  -7.188  2.625  1.710  -0.124
C  -7.263  4.061  1.202  -0.251
C  -6.626  4.238  -0.180  -0.197
C  -5.199  3.964  -0.161  -0.197
N  -4.080  3.706  -0.155  0.170
H  -6.156  2.309  1.860  0.038
H  -7.703  2.533  2.668  0.071
H  -7.659  1.936  1.006  0.068
H  -6.784  4.719  1.931  0.110
H  -8.307  4.373  1.134  0.109
H  -6.791  5.262  -0.524  0.122
H  -7.109  3.580  -0.910  0.065
C  6.239  -1.177  5.182  -0.105
C  6.473  0.325  5.053  -0.272
C  7.431  0.875  6.113  -0.194
C  6.879  0.766  7.462  -0.238
N  6.445  0.681  8.521  0.147
H  5.756  -1.424  6.128  0.075
H  5.593  -1.530  4.377  0.059
H  7.180  -1.727  5.123  0.079
H  5.516  0.848  5.108  0.107
H  6.893  0.533  4.067  0.105
H  7.639  1.926  5.905  0.118
H  8.387  0.350  6.065  0.122
C  -10.420  -0.012  -2.924  -0.106
C  -9.419  0.024  -4.073  -0.256
C  -7.977  -0.232  -3.620  -0.183
C  -7.476  0.826  -2.746  -0.196
N  -7.080  1.660  -2.062  0.184
H  -10.226  0.782  -2.201  0.071
H  -11.432  0.123  -3.301  0.076
H  -10.381  -0.969  -2.400  0.077
H  -9.483  0.987  -4.582  0.115
H  -9.688  -0.739  -4.804  0.111
H  -7.326  -0.296  -4.495  0.122
H  -7.910  -1.192  -3.104  0.120
C  -6.536  -3.663  3.382  -0.105
C  -6.532  -2.690  4.556  -0.256
C  -7.012  -1.287  4.172  -0.181
C  -6.108  -0.633  3.229  -0.205
N  -5.400  -0.120  2.485  0.175
H  -5.838  -3.348  2.603  0.060
H  -6.237  -4.657  3.713  0.076
H  -7.531  -3.741  2.940  0.079
H  -5.528  -2.637  4.982  0.113
H  -7.187  -3.075  5.338  0.112
H  -7.086  -0.669  5.068  0.123
H  -8.013  -1.336  3.739  0.125

---

4.
Computed, not measured: a cluster of 9 separate species, C37H52N9O3PS in total, with ωB97M-V/def2-TZVPD.

Total charge   0
SMILES   CC(=O)OC(=O)C[PH2](S)CN.c1cc[nH]c1.c1cc[nH]c1.c1cc[nH]c1.c1cc[nH]c1.c1cc[nH]c1.c1cc[nH]c1.c1cc[nH]c1.c1cc[nH]c1

Last column: Löwdin charge in e.
Atoms and positions in Å:
C  -8.391  4.198  -4.894  -0.022
C  -7.258  3.023  -5.087  -0.247
O  -6.460  3.108  -6.182  -0.013
O  -7.080  1.937  -4.071  -0.051
C  -5.660  2.015  -3.593  -0.350
O  -4.833  1.030  -3.994  -0.030
C  -5.164  3.310  -2.659  -0.254
P  -5.683  3.173  -0.826  0.453
S  -6.214  1.100  -0.976  0.383
C  -5.293  5.011  -0.441  -0.466
N  -4.305  5.655  -1.388  -0.107
H  -8.759  4.628  -5.928  0.104
H  -7.979  5.129  -4.273  0.104
H  -9.278  3.712  -4.281  0.098
H  -5.594  4.263  -3.223  0.110
H  -3.972  3.326  -2.706  0.126
H  -4.783  2.797  0.267  0.008
H  -7.087  3.472  -0.513  0.004
H  -7.554  0.995  -1.409  -0.124
H  -4.807  5.089  0.646  0.093
H  -6.319  5.574  -0.405  0.086
H  -4.570  6.686  -1.394  0.084
H  -3.320  5.611  -1.046  0.076
C  -0.304  -0.761  -2.270  -0.118
C  -0.205  -1.301  -3.574  -0.131
C  -1.177  -0.700  -4.343  -0.149
N  -1.862  0.180  -3.546  0.016
C  -1.334  0.153  -2.282  -0.135
H  0.309  -1.012  -1.414  0.087
H  0.501  -2.047  -3.917  0.082
H  -1.439  -0.824  -5.385  0.102
H  -2.637  0.759  -3.845  0.107
H  -1.736  0.784  -1.500  0.103
C  0.002  -5.851  -6.467  -0.121
C  -1.168  -5.441  -5.785  -0.115
C  -1.215  -4.066  -5.839  -0.146
N  -0.111  -3.632  -6.525  0.001
C  0.634  -4.713  -6.917  -0.147
H  0.347  -6.866  -6.615  0.089
H  -1.899  -6.080  -5.307  0.090
H  -1.936  -3.361  -5.448  0.099
H  0.118  -2.664  -6.714  0.142
H  1.549  -4.581  -7.479  0.103
C  4.193  0.439  -1.871  -0.111
C  4.852  0.150  -0.652  -0.117
C  4.521  -1.140  -0.302  -0.142
N  3.682  -1.638  -1.265  0.004
C  3.481  -0.684  -2.228  -0.144
H  4.235  1.365  -2.428  0.091
H  5.499  0.811  -0.090  0.091
H  4.809  -1.745  0.548  0.092
H  3.275  -2.565  -1.264  0.145
H  2.848  -0.885  -3.082  0.098
C  4.143  -2.655  3.495  -0.115
C  3.461  -3.594  2.685  -0.110
C  3.095  -4.646  3.495  -0.138
N  3.537  -4.376  4.764  0.000
C  4.172  -3.162  4.775  -0.132
H  4.566  -1.711  3.178  0.083
H  3.258  -3.512  1.625  0.082
H  2.561  -5.561  3.277  0.106
H  3.413  -4.979  5.567  0.123
H  4.591  -2.764  5.689  0.088
C  3.782  0.267  8.751  -0.109
C  4.894  0.806  8.060  -0.134
C  5.690  -0.250  7.676  -0.137
N  5.099  -1.406  8.114  0.002
C  3.933  -1.101  8.766  -0.134
H  2.960  0.818  9.189  0.094
H  5.093  1.852  7.864  0.085
H  6.624  -0.277  7.130  0.112
H  5.466  -2.339  7.977  0.142
H  3.312  -1.882  9.185  0.096
C  4.396  3.056  3.624  -0.118
C  3.714  2.116  2.814  -0.118
C  3.348  1.065  3.624  -0.145
N  3.790  1.334  4.893  0.016
C  4.425  2.549  4.904  -0.147
H  4.819  4.000  3.308  0.088
H  3.511  2.199  1.754  0.087
H  2.814  0.150  3.406  0.100
H  3.666  0.732  5.697  0.124
H  4.844  2.947  5.818  0.091
C  2.803  -4.864  10.268  -0.120
C  3.893  -5.767  10.230  -0.112
C  3.880  -6.376  8.996  -0.142
N  2.817  -5.876  8.288  -0.008
C  2.158  -4.950  9.054  -0.146
H  2.520  -4.221  11.090  0.095
H  4.611  -5.951  11.019  0.094
H  4.533  -7.121  8.561  0.107
H  2.560  -6.148  7.348  0.135
H  1.288  -4.434  8.672  0.109
C  -3.006  4.800  -8.520  -0.116
C  -4.115  4.162  -7.915  -0.118
C  -5.242  4.562  -8.597  -0.148
N  -4.853  5.424  -9.590  -0.007
C  -3.490  5.571  -9.553  -0.151
H  -1.967  4.707  -8.233  0.089
H  -4.094  3.482  -7.072  0.081
H  -6.285  4.310  -8.461  0.095
H  -5.473  5.879  -10.246  0.145
H  -2.983  6.210  -10.264  0.102

---

no.,Kohn-Sham gap (eV)
1,4.9
2,8.0
3,10.6
4,7.3